A cluster of 2 separate species, C2H8N3O in total at a distorted geometry, computed with ωB97M-V/def2-TZVPD.

Cartesian coordinates (Å):
1 C 0.92 1.34 -1.04
2 N 0.97 1.43 -2.36
3 O 0.01 0.92 -0.33
4 H 1.88 1.66 -0.59
5 H 1.84 1.74 -2.77
6 H 0.13 1.47 -2.91
7 N -0.53 -0.37 2.07
8 C -0.61 -1.59 1.54
9 N -0.75 -1.74 0.26
10 H -0.29 0.42 1.47
11 H -0.90 -0.32 3.01
12 H -0.50 -2.43 2.22
13 H -0.92 -2.63 -0.18
14 H -0.55 -0.95 -0.37

Results
ΔE to the lowest compared entry with this formula, charge and spin	8.7	kcal per mole
LUMO energy	-3.391	eV
total charge	+1
spin multiplicity	1
HOMO-LUMO gap	11.26	eV
HOMO level	-14.65	eV
calculated total energy	-8716.0998	eV